Molecular formula: C17H18N4O7S4Sn
Method: DFT, ωB97M-V/def2-TZVPD

Lowest unoccupied orbital energy ... -0.973 eV
Energy above the lowest of the compared OMol25 structures with the same formula, charge and spin ... 41.2 kcal per mole
Kohn-Sham gap ... 7.60 eV

```
! wB97M-V def2-TZVPD RIJCOSX def2/J DEFGRID3
* xyz 0 1
Sn -0.59320 0.04580 -0.55900
C -2.70710 5.32650 0.51900
S -1.52180 4.77590 -0.74930
C -1.14830 3.18990 -0.18080
S 0.15500 2.40140 -1.01920
N -1.81500 2.73800 0.83020
N -1.69040 1.47350 1.18330
C -1.86280 1.06000 2.37890
C -1.79610 -0.35480 2.66190
C -1.63070 -0.80700 3.96920
C -1.55350 -2.17210 4.19590
C -1.64120 -3.02640 3.11480
C -1.77110 -2.48170 1.84010
N -1.86910 -1.18800 1.61620
H -2.98960 6.34150 0.26240
H -2.20280 5.30510 1.47760
H -3.56960 4.66820 0.52060
H -2.01730 1.75180 3.20510
H -1.53880 -0.10230 4.78240
H -1.42650 -2.55400 5.19710
H -1.56490 -4.09300 3.23590
H -1.78780 -3.12590 0.97180
O 1.81930 -1.21460 3.00600
S 1.43860 -1.57650 1.66430
O 0.68660 -2.79630 1.56830
O 0.76140 -0.38060 1.05570
C 2.92440 -1.89230 0.73890
C 4.13770 -1.94650 1.40190
C 5.27370 -2.38760 0.73940
C 5.18740 -2.77940 -0.58820
C 3.97450 -2.70030 -1.25530
C 2.84480 -2.26780 -0.58110
S 1.40950 -1.92470 -1.56500
O 0.14420 -2.37630 -1.00710
O 1.64480 -2.50310 -2.87000
O 1.40600 -0.44500 -1.60010
H 4.16230 -1.63170 2.43150
H 6.22380 -2.42840 1.25400
H 6.06250 -3.14470 -1.10490
H 3.87450 -2.96800 -2.29610
N -0.82620 -2.14110 -3.96350
C -1.31870 -1.05870 -3.36890
O -0.73650 0.00290 -3.28210
C -2.75120 -1.15520 -2.79710
C -2.66690 -1.17610 -1.31920
H 0.19560 -2.17740 -4.00350
H -1.26200 -3.03670 -3.80990
H -3.21030 -2.07650 -3.16250
H -3.29010 -0.27970 -3.16250
H -2.42830 -2.13960 -0.88490
H -3.39650 -0.59340 -0.76670
*
```